ORCA calculation (ωB97M-V with the def2-TZVPD basis set) on a cluster of 10 separate species, C18H56O10 in total.

## Properties
- gap between HOMO and LUMO (hartree) = 0.3697
- LUMO energy (eV) = 0.161
- DFT total energy (Ha) = -1471.610079
- SMILES = CCO.CCO.CCO.CCO.CCO.CCO.CCO.CCO.CO.CO

ORCA input file:
```
! RIJCOSX wB97M-V def2-TZVPD def2/J DEFGRID3
* xyz 0 1
C 2.468 17.918 8.073
C 1.622 17.566 6.839
O 2.402 17.109 5.776
H 3.100 18.775 7.839
H 2.955 17.043 8.503
H 1.730 18.301 8.778
H 1.123 18.492 6.555
H 0.815 16.889 7.118
H 2.641 17.917 5.315
C 7.339 19.213 8.948
C 8.756 19.473 9.406
O 8.690 20.255 10.660
H 6.775 18.649 9.691
H 7.271 18.701 7.988
H 6.809 20.116 8.645
H 9.329 20.123 8.744
H 9.290 18.536 9.564
H 9.576 20.345 11.018
C 0.696 23.373 8.992
C -0.424 22.645 9.700
O -0.184 22.613 11.057
H 1.611 22.782 9.027
H 0.942 24.269 9.562
H 0.399 23.690 7.992
H -0.511 21.649 9.265
H -1.320 23.253 9.576
H -0.464 23.419 11.496
C 4.258 23.774 18.517
C 3.288 22.929 17.688
O 3.484 21.606 18.045
H 3.946 24.818 18.520
H 5.265 23.774 18.099
H 4.351 23.433 19.548
H 3.463 23.062 16.621
H 2.274 23.303 17.827
H 2.710 21.084 17.823
C 5.468 14.753 16.959
C 5.658 16.205 16.491
O 7.030 16.528 16.519
H 4.465 14.403 16.715
H 5.720 14.661 18.016
H 6.154 14.131 16.384
H 5.095 16.930 17.079
H 5.312 16.231 15.457
H 7.184 17.288 15.952
C -4.572 21.023 12.613
C -3.845 19.899 13.338
O -4.631 18.740 13.314
H -4.082 21.982 12.781
H -5.613 21.048 12.935
H -4.562 20.763 11.554
H -3.531 20.277 14.311
H -2.890 19.676 12.863
H -4.521 18.256 12.492
C -1.243 17.147 17.166
C 0.246 17.463 17.275
O 0.487 18.790 16.876
H -1.447 16.136 17.520
H -1.553 17.193 16.122
H -1.895 17.877 17.646
H 0.692 16.774 16.559
H 0.673 17.373 18.274
H 0.307 18.788 15.933
C 5.251 25.004 11.138
C 5.928 24.139 10.043
O 7.294 24.080 10.244
H 4.216 25.230 10.882
H 5.764 25.966 11.141
H 5.233 24.593 12.147
H 5.632 24.462 9.045
H 5.488 23.146 10.144
H 7.531 23.182 10.486
C 3.452 20.279 12.986
O 2.080 19.828 13.018
H 3.437 21.362 13.111
H 3.987 19.804 13.808
H 3.910 20.135 12.007
H 1.617 20.422 12.423
C 7.508 21.408 15.391
O 7.741 20.187 14.697
H 7.539 21.313 16.476
H 8.282 22.125 15.114
H 6.548 21.844 15.117
H 7.904 20.407 13.777
*
```